Formula: C3H5ClO
Source: the OMol25 dataset
Level of theory: ωB97M-V with the def2-TZVPD basis set

CARTESIAN COORDINATES (ANGSTROEM)
O -2.169 -0.555 -0.003
C -0.839 -0.556 -0.348
C 0.172 -1.229 0.561
C 0.042 0.278 0.467
Cl 1.417 1.057 -0.323
H -2.594 -1.439 0.026
H -0.593 -0.496 -1.432
H 1.031 -1.741 0.185
H -0.392 -1.628 1.363
H -0.433 0.816 1.293

Computed properties:
Orbital gap (eV): 10.88
SMILES: O[C@@H]1C[C@H]1Cl

Want to see where the charge sits? The natural (NBO) charges in e are: -0.7068 0.0718 -0.4559 -0.2333 -0.0350 0.4829 0.1816 0.2361 0.2197 0.2388